a:
Computed, not measured: a 2-piece molecular cluster, C6H14O overall, with ωB97M-V with the def2-TZVPD basis set.

Element x y z (Å)
1 C 0.835 0.833 -0.101
2 C 0.007 -0.159 0.118
3 C 0.021 -1.443 -0.665
4 C -1.378 0.190 0.960
5 C -2.446 0.464 -0.135
6 C -2.320 1.899 -0.643
7 H 1.557 0.880 -1.040
8 H 0.816 1.789 0.409
9 H -0.778 -1.634 -1.346
10 H 0.056 -2.368 -0.055
11 H 1.001 -1.476 -1.267
12 H -1.402 -0.657 1.640
13 H -1.275 1.129 1.640
14 H -2.237 -0.231 -0.943
15 H -3.518 0.360 0.247
16 H -3.260 2.074 -1.144
17 H -2.165 2.510 0.172
18 H -1.534 1.906 -1.378
19 O 4.518 -1.414 0.646
20 H 4.578 -2.431 0.521
21 H 3.705 -1.246 0.177

Properties
SMILES: C=C(C)CCC.O
E_HOMO in eV: -9.53
Orbital gap in eV: 10.316

Atom charges from the Löwdin analysis, given in e for atoms 1 to 8: number 1, C, carries -0.0128; number 2, C, carries -0.3558; number 3, C, carries -0.0868; number 4, C, carries -0.1427; number 5, C, carries -0.2644; number 6, C, carries -0.1060; number 7, H, carries 0.1054; number 8, H, carries 0.0545

b:
Computed, not measured: C6H14O as an isolated structure, with ωB97M-V with the def2-TZVPD basis set.

Element x y z (Å)
1 C -3.066 0.560 -0.025
2 C -1.854 -0.246 0.434
3 C -0.760 -0.357 -0.629
4 C 0.427 -1.171 -0.152
5 C 1.710 -1.005 -0.733
6 O 2.415 -0.170 0.740
7 C 2.635 1.216 0.614
8 H -3.847 0.579 0.743
9 H -3.504 0.132 -0.935
10 H -2.792 1.598 -0.246
11 H -1.427 0.203 1.342
12 H -2.170 -1.259 0.717
13 H -1.197 -0.803 -1.535
14 H -0.431 0.655 -0.916
15 H 0.198 -2.177 0.206
16 H 1.240 -0.494 0.844
17 H 2.426 -1.820 -0.751
18 H 1.888 -0.220 -1.469
19 H 3.510 1.404 -0.016
20 H 2.830 1.647 1.600
21 H 1.769 1.728 0.167

Properties
E_HOMO in eV: -8.04
Orbital gap in eV: 9.075

Atom charges from the Löwdin analysis, given in e for atoms 1 to 8: number 1, C, carries -0.1253; number 2, C, carries -0.2864; number 3, C, carries -0.2515; number 4, C, carries -0.2474; number 5, C, carries -0.0272; number 6, O, carries -0.2466; number 7, C, carries -0.1536; number 8, H, carries 0.0666

Stability summary - winner: a; margin: 36.6 kcal/mol.

a:
Computed, not measured: a 2-piece molecular cluster, C4H12 overall, with ωB97M-V with the def2-TZVPD basis set.

Element x y z (Å)
1 C 0.497 -1.294 2.313
2 C -0.110 -1.190 0.882
3 H -0.297 -1.493 3.032
4 H 1.055 -2.241 2.306
5 H 1.066 -0.423 2.648
6 H 0.293 -0.267 0.443
7 H -1.217 -1.226 0.878
8 H 0.170 -2.160 0.439
9 C -0.024 1.947 -1.414
10 C -0.394 0.529 -1.847
11 H 0.169 1.945 -0.283
12 H 0.763 2.434 -1.992
13 H -0.921 2.599 -1.339
14 H -0.776 0.639 -2.880
15 H -0.898 0.014 -1.046
16 H 0.624 0.187 -2.140

Properties
SMILES: CC.CC
E_HOMO in eV: -11.01
Orbital gap in eV: 12.112

Atom charges from the Löwdin analysis, given in e for atoms 1 to 8: number 1, C, carries -0.1635; number 2, C, carries -0.1710; number 3, H, carries 0.0521; number 4, H, carries 0.0582; number 5, H, carries 0.0615; number 6, H, carries 0.0345; number 7, H, carries 0.0724; number 8, H, carries 0.0712

b:
Computed, not measured: a 2-piece molecular cluster, C4H12 overall, with ωB97M-V with the def2-TZVPD basis set.

Element x y z (Å)
1 C 1.187 0.385 1.352
2 C 2.502 -0.044 0.720
3 H 1.407 1.290 1.938
4 H 0.491 0.816 0.631
5 H 0.793 -0.347 2.050
6 H 3.211 -0.323 1.498
7 H 2.459 -0.960 0.118
8 H 2.871 0.714 0.040
9 C -1.599 0.276 -1.607
10 C -2.187 -0.541 -0.441
11 H -0.698 -0.250 -1.955
12 H -2.318 0.209 -2.418
13 H -1.171 1.243 -1.362
14 H -1.538 -0.475 0.430
15 H -2.157 -1.612 -0.678
16 H -3.255 -0.382 -0.314

Properties
SMILES: CC.CC
E_HOMO in eV: -11.42
Orbital gap in eV: 12.540

Atom charges from the Löwdin analysis, given in e for atoms 1 to 8: number 1, C, carries -0.1716; number 2, C, carries -0.1753; number 3, H, carries 0.0656; number 4, H, carries 0.0439; number 5, H, carries 0.0650; number 6, H, carries 0.0608; number 7, H, carries 0.0603; number 8, H, carries 0.0596

c:
Computed, not measured: a 2-piece molecular cluster, C4H12 overall, with ωB97M-V with the def2-TZVPD basis set.

Element x y z (Å)
1 C -1.931 -0.728 0.597
2 C -2.166 -0.350 2.078
3 H -2.514 -1.658 0.479
4 H -2.228 0.045 -0.043
5 H -0.812 -1.005 0.332
6 H -1.657 0.617 2.170
7 H -1.834 -1.193 2.611
8 H -3.294 -0.364 2.551
9 C 1.363 0.303 -1.231
10 C 2.749 0.821 -1.440
11 H 0.624 1.106 -1.272
12 H 1.200 -0.574 -2.028
13 H 1.254 -0.155 -0.219
14 H 3.501 0.031 -1.759
15 H 3.104 1.302 -0.579
16 H 2.571 1.574 -2.268

Properties
SMILES: CC.CC
E_HOMO in eV: -11.00
Orbital gap in eV: 12.093

Atom charges from the Löwdin analysis, given in e for atoms 1 to 8: number 1, C, carries -0.1826; number 2, C, carries -0.1869; number 3, H, carries 0.0606; number 4, H, carries 0.0275; number 5, H, carries 0.0871; number 6, H, carries 0.0564; number 7, H, carries 0.0218; number 8, H, carries 0.1180

d:
Computed, not measured: a 2-piece molecular cluster, C4H12 overall, with ωB97M-V with the def2-TZVPD basis set.

Element x y z (Å)
1 C -0.513 -1.429 -0.459
2 C -0.399 -2.482 -1.547
3 H -1.560 -1.158 -0.307
4 H -0.117 -1.744 0.501
5 H 0.043 -0.516 -0.683
6 H 0.629 -2.772 -1.759
7 H -0.846 -2.139 -2.488
8 H -0.940 -3.395 -1.273
9 C 0.997 2.096 0.491
10 C -0.077 1.820 1.527
11 H 1.701 1.267 0.347
12 H 0.566 2.301 -0.486
13 H 1.583 2.975 0.744
14 H -0.773 1.053 1.185
15 H 0.348 1.492 2.474
16 H -0.660 2.712 1.785

Properties
SMILES: CC.CC
E_HOMO in eV: -11.80
Orbital gap in eV: 12.941

Atom charges from the Löwdin analysis, given in e for atoms 1 to 8: number 1, C, carries -0.1833; number 2, C, carries -0.1742; number 3, H, carries 0.0648; number 4, H, carries 0.0628; number 5, H, carries 0.0475; number 6, H, carries 0.0597; number 7, H, carries 0.0640; number 8, H, carries 0.0632

Stability summary - winner: d; margin: 9.6 kcal/mol.

a:
Computed, not measured: a 2-piece molecular cluster, C4H12 overall, with ωB97M-V with the def2-TZVPD basis set.

Element x y z (Å)
1 C -0.088 0.639 1.148
2 C 0.689 1.335 2.312
3 H 0.683 0.015 0.619
4 H -0.826 0.001 1.688
5 H -0.584 1.303 0.533
6 H 0.164 2.243 2.617
7 H 1.720 1.535 1.834
8 H 0.782 0.591 3.131
9 C 0.004 -0.525 -2.298
10 C -0.629 -1.403 -1.190
11 H -0.688 -0.133 -3.075
12 H 0.432 0.366 -1.714
13 H 0.807 -1.125 -2.734
14 H -1.000 -0.806 -0.384
15 H 0.029 -2.144 -0.899
16 H -1.494 -1.892 -1.588

Properties
SMILES: CC.CC
E_HOMO in eV: -11.30
Orbital gap in eV: 12.407

Atom charges from the Löwdin analysis, given in e for atoms 1 to 8: number 1, C, carries -0.2004; number 2, C, carries -0.1648; number 3, H, carries 0.0736; number 4, H, carries 0.0779; number 5, H, carries 0.0355; number 6, H, carries 0.0538; number 7, H, carries 0.0849; number 8, H, carries 0.0641

b:
Computed, not measured: a 2-piece molecular cluster, C4H12 overall, with ωB97M-V with the def2-TZVPD basis set.

Element x y z (Å)
1 C 1.301 -1.102 1.181
2 C 1.313 -1.270 2.690
3 H 1.087 -0.072 0.908
4 H 2.284 -1.337 0.748
5 H 0.734 -1.843 0.614
6 H 2.206 -0.813 3.114
7 H 1.359 -2.324 2.988
8 H 0.395 -0.928 3.167
9 C -0.928 1.147 -1.256
10 C -1.778 1.284 -2.518
11 H 0.097 1.063 -1.622
12 H -0.987 2.038 -0.639
13 H -1.153 0.219 -0.738
14 H -2.847 1.324 -2.320
15 H -1.603 0.460 -3.213
16 H -1.479 2.153 -3.104

Properties
SMILES: CC.CC
E_HOMO in eV: -11.66
Orbital gap in eV: 12.808

Atom charges from the Löwdin analysis, given in e for atoms 1 to 8: number 1, C, carries -0.1826; number 2, C, carries -0.1750; number 3, H, carries 0.0515; number 4, H, carries 0.0630; number 5, H, carries 0.0619; number 6, H, carries 0.0613; number 7, H, carries 0.0611; number 8, H, carries 0.0603

c:
Computed, not measured: a 2-piece molecular cluster, C4H12 overall, with ωB97M-V with the def2-TZVPD basis set.

Element x y z (Å)
1 C 1.114 1.943 -1.476
2 C 1.395 0.423 -1.181
3 H 1.142 2.155 -2.502
4 H -0.016 2.183 -1.514
5 H 1.626 2.558 -0.899
6 H 0.572 -0.123 -0.906
7 H 2.229 0.296 -0.427
8 H 1.742 -0.034 -2.222
9 C -1.366 -1.692 0.744
10 C -1.139 -0.727 1.952
11 H -1.839 -1.235 -0.226
12 H -0.352 -2.004 0.614
13 H -2.165 -2.317 0.978
14 H -0.332 -0.019 1.779
15 H -1.865 -0.049 2.199
16 H -0.767 -1.091 2.890

Properties
SMILES: CC.CC
E_HOMO in eV: -11.13
Orbital gap in eV: 12.237

Atom charges from the Löwdin analysis, given in e for atoms 1 to 8: number 1, C, carries -0.1452; number 2, C, carries -0.1388; number 3, H, carries 0.0300; number 4, H, carries 0.0947; number 5, H, carries -0.0018; number 6, H, carries -0.0181; number 7, H, carries 0.0776; number 8, H, carries 0.1007

d:
Computed, not measured: a 2-piece molecular cluster, C4H12 overall, with ωB97M-V with the def2-TZVPD basis set.

Element x y z (Å)
1 C 1.049 1.391 -0.217
2 C 0.572 2.688 0.460
3 H 2.056 1.078 -0.110
4 H 0.513 0.476 0.226
5 H 0.667 1.183 -1.235
6 H -0.527 2.777 0.434
7 H 1.225 2.924 1.418
8 H 0.994 3.622 -0.211
9 C -0.920 -2.352 -0.763
10 C -0.627 -1.821 0.673
11 H 0.041 -2.415 -1.349
12 H -1.747 -2.939 -0.866
13 H -1.433 -1.361 -1.235
14 H -0.845 -0.735 0.865
15 H -1.450 -2.465 1.138
16 H 0.432 -2.049 0.771

Properties
SMILES: CC.CC
E_HOMO in eV: -10.46
Orbital gap in eV: 11.539

Atom charges from the Löwdin analysis, given in e for atoms 1 to 8: number 1, C, carries -0.2020; number 2, C, carries -0.1850; number 3, H, carries 0.0425; number 4, H, carries 0.0367; number 5, H, carries 0.0677; number 6, H, carries 0.0534; number 7, H, carries 0.0926; number 8, H, carries 0.0963

Stability summary - winner: b; margin: 14.0 kcal/mol.

a:
Computed, not measured: a 2-piece molecular cluster, C4H12 overall, with ωB97M-V with the def2-TZVPD basis set.

Element x y z (Å)
1 C -1.863 -0.523 -0.553
2 C -1.934 0.742 -1.391
3 H -1.777 -0.294 0.553
4 H -2.646 -1.468 -0.766
5 H -0.934 -1.053 -1.016
6 H -1.242 1.496 -1.242
7 H -1.803 0.643 -2.412
8 H -2.982 1.086 -1.081
9 C 2.619 -0.229 1.035
10 C 1.141 -0.062 0.919
11 H 3.052 0.364 0.425
12 H 3.004 0.183 1.994
13 H 3.201 -1.199 0.859
14 H 0.437 -0.839 1.300
15 H 0.832 0.882 1.500
16 H 0.897 0.272 -0.126

Properties
SMILES: CC.CC
E_HOMO in eV: -10.64
Orbital gap in eV: 11.742

Atom charges from the Löwdin analysis, given in e for atoms 1 to 8: number 1, C, carries -0.2194; number 2, C, carries -0.1936; number 3, H, carries 0.0662; number 4, H, carries 0.1206; number 5, H, carries 0.0678; number 6, H, carries 0.0303; number 7, H, carries 0.0343; number 8, H, carries 0.0924

b:
Computed, not measured: a 2-piece molecular cluster, C4H12 overall, with ωB97M-V with the def2-TZVPD basis set.

Element x y z (Å)
1 C -1.284 0.743 0.049
2 C -2.768 0.704 -0.442
3 H -0.750 -0.006 0.640
4 H -0.568 0.748 -0.785
5 H -1.118 1.682 0.584
6 H -3.110 1.686 -0.121
7 H -3.172 -0.136 0.130
8 H -2.879 0.552 -1.514
9 C 2.161 0.065 0.296
10 C 1.750 -1.488 0.106
11 H 3.124 -0.017 -0.175
12 H 1.389 0.628 -0.197
13 H 2.380 0.323 1.329
14 H 1.049 -1.340 -0.718
15 H 1.243 -1.962 0.958
16 H 2.553 -2.183 -0.139

Properties
SMILES: CC.CC
E_HOMO in eV: -11.42
Orbital gap in eV: 12.548

Atom charges from the Löwdin analysis, given in e for atoms 1 to 8: number 1, C, carries -0.1816; number 2, C, carries -0.1363; number 3, H, carries 0.0499; number 4, H, carries 0.0433; number 5, H, carries 0.0612; number 6, H, carries 0.0569; number 7, H, carries 0.0608; number 8, H, carries 0.0594

c:
Computed, not measured: a 2-piece molecular cluster, C4H12 overall, with ωB97M-V with the def2-TZVPD basis set.

Element x y z (Å)
1 C 1.974 -0.685 1.231
2 C 1.967 0.044 -0.121
3 H 2.703 -1.496 1.145
4 H 2.254 0.052 1.976
5 H 1.045 -1.174 1.509
6 H 2.969 0.439 -0.258
7 H 1.706 -0.528 -1.006
8 H 1.308 0.907 -0.007
9 C -1.844 0.230 -1.301
10 C -2.135 0.417 0.206
11 H -2.417 -0.500 -1.875
12 H -1.999 1.166 -1.844
13 H -0.805 -0.049 -1.482
14 H -1.785 1.408 0.467
15 H -3.179 0.164 0.346
16 H -1.474 -0.312 0.679

Properties
SMILES: CC.CC
E_HOMO in eV: -11.67
Orbital gap in eV: 12.824

Atom charges from the Löwdin analysis, given in e for atoms 1 to 8: number 1, C, carries -0.1654; number 2, C, carries -0.1753; number 3, H, carries 0.0613; number 4, H, carries 0.0618; number 5, H, carries 0.0492; number 6, H, carries 0.0575; number 7, H, carries 0.0564; number 8, H, carries 0.0555

d:
Computed, not measured: a 2-piece molecular cluster, C4H12 overall, with ωB97M-V with the def2-TZVPD basis set.

Element x y z (Å)
1 C 1.923 -0.334 0.628
2 C 1.091 -0.995 1.765
3 H 2.153 -0.831 -0.263
4 H 1.376 0.430 0.072
5 H 2.704 0.044 1.354
6 H 1.235 -0.447 2.770
7 H -0.028 -1.092 1.620
8 H 1.600 -1.922 1.987
9 C -2.169 0.268 -1.026
10 C -0.883 1.095 -1.411
11 H -2.359 0.377 0.000
12 H -3.014 0.560 -1.661
13 H -1.754 -0.822 -1.184
14 H -0.165 0.551 -0.845
15 H -0.981 2.199 -1.227
16 H -0.538 0.747 -2.358

Properties
SMILES: CC.CC
E_HOMO in eV: -11.13
Orbital gap in eV: 12.219

Atom charges from the Löwdin analysis, given in e for atoms 1 to 8: number 1, C, carries -0.1658; number 2, C, carries -0.1773; number 3, H, carries 0.0393; number 4, H, carries 0.0229; number 5, H, carries 0.0874; number 6, H, carries 0.0816; number 7, H, carries 0.0674; number 8, H, carries 0.0436

Stability summary - winner: c; margin: 17.8 kcal/mol.